# 1
This record from the OMol25 dataset describes a structure of composition C12H20BNO24S4 at a distorted geometry. The level of theory is wB97M-V/def2-TZVPD.

The HOMO-LUMO gap is 0.3409 Eh. As for the LUMO energy: -0.1 eV.

Element x y z (Å)
N (-3.313, 11.456, 0.896)
H (-4.096, 10.865, 1.196)
H (-2.516, 10.803, 0.850)
H (-3.047, 12.097, 1.640)
H (-3.483, 11.841, -0.033)
O (-12.057, 12.449, 2.559)
C (-11.171, 11.784, 2.127)
O (-9.941, 12.216, 1.785)
B (-9.191, 11.045, 1.273)
O (-10.121, 9.929, 1.198)
C (-11.284, 10.315, 1.628)
O (-12.356, 9.774, 1.661)
O (-8.676, 11.261, -0.077)
C (-7.372, 11.088, -0.126)
O (-6.607, 11.116, -1.041)
C (-6.957, 10.734, 1.322)
O (-8.007, 10.733, 2.098)
O (-5.829, 10.397, 1.590)
C (-3.199, 8.159, -0.638)
C (-2.850, 8.145, -2.134)
O (-1.691, 8.953, -2.329)
S (-0.948, 9.373, -0.946)
O (-0.577, 10.747, -0.962)
O (-0.026, 8.339, -0.533)
O (-2.344, 9.184, -0.095)
H (-3.003, 7.238, -0.098)
H (-4.197, 8.579, -0.521)
H (-3.597, 8.493, -2.845)
H (-2.555, 7.150, -2.478)
C (-6.990, 13.671, 3.761)
C (-7.216, 14.649, 2.615)
O (-5.989, 14.512, 1.875)
S (-4.761, 14.562, 2.881)
O (-4.472, 15.931, 3.246)
O (-3.764, 13.691, 2.346)
O (-5.617, 13.820, 4.067)
H (-7.297, 12.668, 3.465)
H (-7.611, 14.025, 4.583)
H (-7.195, 15.676, 3.000)
H (-8.102, 14.618, 1.990)
C (-2.016, 13.684, -3.308)
C (-3.261, 14.231, -3.972)
O (-4.231, 13.216, -3.778)
S (-3.575, 11.811, -3.262)
O (-3.977, 10.762, -4.114)
O (-3.821, 11.749, -1.831)
O (-2.082, 12.305, -3.603)
H (-2.062, 13.827, -2.223)
H (-1.049, 14.033, -3.664)
H (-3.066, 14.519, -5.010)
H (-3.571, 15.203, -3.581)
C (-1.279, 15.938, 2.467)
C (-1.773, 16.482, 1.113)
O (-1.530, 15.380, 0.186)
S (-0.373, 14.370, 0.741)
O (0.698, 14.311, -0.213)
O (-0.933, 13.110, 1.130)
O (-0.066, 15.358, 1.969)
H (-1.758, 15.166, 3.071)
H (-0.987, 16.655, 3.235)
H (-1.161, 17.260, 0.656)
H (-2.819, 16.693, 0.895)

=====

# 2
This record from the OMol25 dataset describes the molecule C4H10N2S2 at a distorted geometry. The level of theory is wB97M-V/def2-TZVPD.

The HOMO-LUMO gap is 0.3280 Eh. As for the LUMO energy: 0.4 eV.

Element x y z (Å)
C (2.591, -0.937, -0.542)
C (0.980, -1.663, 1.121)
C (0.192, -0.557, -0.845)
C (-1.044, 0.021, -0.220)
H (2.812, -0.247, -1.362)
H (2.421, -1.977, -1.033)
H (3.411, -0.938, 0.238)
H (1.644, -1.405, 1.964)
H (-0.062, -1.594, 1.465)
H (1.179, -2.622, 0.600)
H (0.441, 0.056, -1.761)
H (-0.079, -1.577, -1.141)
H (-1.716, 1.617, 0.808)
H (1.350, 1.303, 0.765)
N (1.322, -0.607, 0.131)
N (-0.906, 1.329, 0.199)
S (-2.437, -0.907, -0.088)
S (0.523, 2.228, 0.092)

=====

# 3
This record from the OMol25 dataset describes the molecule C6H9N at a distorted geometry. The level of theory is wB97M-V/def2-TZVPD.

The spin multiplicity is 3. The HOMO-LUMO gap (spin up / spin down) is 0.1806 / 0.3082 Eh. As for the LUMO energy (spin up / spin down): 1.1 / -0.5 eV.

Element x y z (Å)
C (-0.047, -1.681, -0.381)
C (0.773, -1.774, 0.769)
C (-0.423, -0.382, -0.637)
C (0.348, 0.411, 0.536)
C (-1.216, 0.148, -1.745)
C (0.249, 1.863, 0.845)
N (1.048, -0.524, 1.232)
H (-0.359, -2.654, -0.753)
H (1.485, -2.536, 1.118)
H (-2.121, -0.415, -1.772)
H (-1.159, 1.231, -1.511)
H (-0.791, -0.068, -2.742)
H (-0.585, 1.976, 1.462)
H (1.175, 2.210, 1.503)
H (0.203, 2.337, -0.080)
H (1.418, -0.142, 2.159)

=====

# 4
This record from the OMol25 dataset describes a structure of composition C27H45CrNO2P2 at a distorted geometry. The level of theory is wB97M-V/def2-TZVPD.

Its total charge is +1. The spin multiplicity is 4. The HOMO-LUMO gap (spin up / spin down) is 0.2103 / 0.2321 Eh. As for the LUMO energy (spin up / spin down): -3.3 / -3.5 eV.

Element x y z (Å)
Cr (-0.417, 2.165, -0.814)
C (0.485, 3.144, 0.908)
C (-0.001, 4.110, -0.021)
C (-1.800, 2.805, 0.671)
C (-0.616, 2.353, 1.354)
C (-1.416, 3.916, -0.161)
C (1.823, 3.175, 1.562)
H (2.590, 3.565, 0.883)
H (2.111, 2.165, 1.875)
H (1.827, 3.801, 2.469)
C (-0.545, 1.475, 2.542)
H (0.316, 0.805, 2.460)
H (-1.444, 0.867, 2.667)
H (-0.404, 2.037, 3.474)
C (-3.190, 2.344, 0.920)
H (-3.720, 2.981, 1.646)
H (-3.173, 1.325, 1.332)
H (-3.762, 2.335, -0.019)
C (-2.339, 4.846, -0.865)
H (-2.643, 5.677, -0.210)
H (-3.229, 4.318, -1.218)
H (-1.862, 5.260, -1.758)
C (0.785, 5.296, -0.463)
H (0.639, 6.129, 0.244)
H (0.496, 5.624, -1.467)
H (1.852, 5.048, -0.486)
C (1.222, -2.637, 1.910)
C (1.676, -1.451, 2.366)
C (2.349, -0.436, 1.492)
C (3.110, -1.073, 0.317)
C (2.274, -0.987, -0.998)
C (0.736, -0.797, -0.830)
C (-0.084, -1.782, -0.029)
C (0.671, -2.967, 0.538)
H (2.955, 0.233, 2.113)
H (3.511, -2.068, 0.592)
H (1.548, 0.186, 1.107)
H (1.352, -3.418, -0.203)
H (1.143, -3.465, 2.628)
H (1.662, -1.213, 3.449)
H (-0.085, -3.756, 0.705)
H (-0.506, -1.272, 0.841)
H (0.560, 0.225, -0.406)
H (-1.000, -2.153, -0.521)
H (4.017, -0.473, 0.153)
H (2.654, -0.036, -1.434)
P (2.412, -1.959, -2.532)
C (3.030, -3.576, -2.068)
C (3.465, -1.074, -3.680)
P (-0.160, -0.466, -2.469)
C (0.734, -1.915, -3.184)
C (0.193, 0.960, -3.509)
C (-1.896, -0.937, -2.658)
H (2.199, -4.282, -1.930)
H (3.604, -3.519, -1.128)
H (3.666, -3.954, -2.883)
H (3.808, -1.789, -4.433)
H (4.350, -0.669, -3.172)
H (2.952, -0.249, -4.189)
H (-1.967, -1.743, -3.400)
H (-2.451, -0.084, -3.067)
H (-2.399, -1.273, -1.742)
H (0.167, -2.797, -2.852)
H (0.712, -1.933, -4.276)
H (-0.722, 1.570, -3.606)
H (0.455, 0.589, -4.511)
H (1.022, 1.587, -3.140)
O (-1.810, -4.391, 1.512)
C (-2.411, -3.477, 2.092)
C (-3.366, -3.737, 3.255)
C (-3.763, -2.354, 3.693)
C (-3.070, -1.445, 2.680)
O (-3.240, -0.221, 2.735)
N (-2.301, -2.143, 1.801)
H (-4.230, -4.320, 2.920)
H (-2.862, -4.301, 4.047)
H (-4.847, -2.208, 3.680)
H (-3.400, -2.118, 4.699)

=====

# 5
This record from the OMol25 dataset describes a structure of composition C22H33FeN7O2PS2. The level of theory is wB97M-V/def2-TZVPD.

The spin multiplicity is 6. The HOMO-LUMO gap (spin up / spin down) is 0.2080 / 0.2734 Eh. As for the LUMO energy (spin up / spin down): 0.5 / 0.0 eV.

Element x y z (Å)
Fe (-0.273, -0.480, -0.301)
N (-4.401, 1.279, -0.995)
C (-3.345, 0.440, -1.007)
N (-2.119, 0.791, -0.847)
C (-1.840, 2.163, -0.651)
N (-0.614, 2.569, -0.551)
N (0.268, 1.553, -0.630)
C (1.560, 1.863, -0.705)
C (2.434, 0.781, -0.927)
C (3.825, 0.928, -1.135)
C (4.581, -0.167, -1.448)
C (3.962, -1.425, -1.562)
C (2.610, -1.504, -1.317)
N (1.849, -0.453, -0.990)
C (-2.947, 3.110, -0.519)
C (-2.769, 4.457, -0.209)
C (-3.856, 5.306, -0.099)
C (-5.146, 4.820, -0.295)
C (-5.344, 3.484, -0.598)
C (-4.247, 2.643, -0.703)
H (-5.325, 0.892, -1.072)
H (-3.587, -0.608, -1.125)
H (1.900, 2.892, -0.683)
H (4.265, 1.915, -1.059)
H (5.646, -0.064, -1.618)
H (4.522, -2.313, -1.819)
H (2.094, -2.454, -1.364)
H (-1.760, 4.819, -0.064)
H (-3.702, 6.349, 0.141)
H (-5.998, 5.482, -0.210)
H (-6.344, 3.093, -0.747)
C (-0.936, -2.692, -3.971)
C (-1.708, -2.420, -2.702)
O (-0.789, -2.430, -1.587)
P (-1.168, -3.168, -0.159)
S (-2.742, -2.308, 0.601)
S (0.511, -2.894, 0.823)
O (-1.545, -4.653, -0.578)
C (-0.784, -5.608, -1.346)
C (0.592, -5.941, -0.813)
H (-1.617, -2.705, -4.824)
H (-0.426, -3.654, -3.923)
H (-0.187, -1.918, -4.138)
H (-2.500, -3.151, -2.532)
H (-2.159, -1.428, -2.746)
H (-0.726, -5.247, -2.374)
H (-1.413, -6.496, -1.341)
H (1.277, -5.101, -0.891)
H (0.989, -6.773, -1.399)
H (0.544, -6.244, 0.233)
C (-1.881, 2.660, 3.826)
C (-1.010, 1.418, 3.667)
C (-1.580, 0.267, 4.489)
C (0.424, 1.730, 4.107)
N (-1.097, 1.075, 2.237)
N (-0.340, -0.059, 1.836)
H (-1.909, 2.979, 4.869)
H (-2.898, 2.451, 3.490)
H (-1.489, 3.488, 3.228)
H (-1.717, 0.577, 5.526)
H (-0.914, -0.600, 4.492)
H (-2.546, -0.042, 4.086)
H (0.444, 2.064, 5.146)
H (0.852, 2.522, 3.487)
H (1.072, 0.853, 4.043)
H (-0.765, 1.855, 1.679)
H (-0.812, -0.899, 2.163)
H (0.604, -0.061, 2.221)

=====

# 6
This record from the OMol25 dataset describes a cluster of 14 separate species, C12H50F6O13P in total at a distorted geometry. The level of theory is wB97M-V/def2-TZVPD.

Its total charge is -1. The HOMO-LUMO gap is 0.3442 Eh. As for the LUMO energy: 2.2 eV.

Element x y z (Å)
P (0.033, -0.229, -0.088)
F (-1.346, -0.360, -0.921)
F (-0.569, -1.293, 0.998)
F (0.670, -1.383, -0.974)
F (1.378, -0.161, 0.853)
F (0.584, 0.853, -1.169)
F (-0.529, 0.992, 0.779)
C (1.735, 2.913, 2.601)
O (0.340, 2.757, 2.844)
H (2.169, 3.523, 3.390)
H (2.232, 1.938, 2.584)
H (1.898, 3.372, 1.616)
H (0.063, 2.081, 2.209)
C (0.249, -4.827, 0.114)
O (-0.795, -3.925, -0.142)
H (-0.074, -5.849, -0.089)
H (1.146, -4.627, -0.482)
H (0.556, -4.849, 1.167)
H (-0.487, -3.032, 0.067)
C (-0.191, 5.488, -0.116)
C (-0.433, 4.125, -0.732)
O (-1.820, 4.006, -1.011)
H (-0.792, 5.757, 0.757)
H (-0.446, 6.258, -0.848)
H (0.835, 5.608, 0.239)
H (-0.029, 3.331, -0.097)
H (0.136, 4.008, -1.661)
H (-1.961, 3.148, -1.447)
C (3.974, -2.872, 1.154)
C (4.374, -2.574, 2.608)
O (5.191, -3.616, 3.115)
H (4.890, -3.071, 0.599)
H (3.579, -1.924, 0.778)
H (3.165, -3.596, 1.173)
H (3.414, -2.487, 3.131)
H (4.849, -1.593, 2.682)
H (5.739, -3.264, 3.820)
C (4.854, 2.735, -0.540)
C (4.133, 1.513, -1.057)
O (3.033, 1.920, -1.877)
H (5.264, 3.314, -1.371)
H (5.730, 2.391, 0.023)
H (4.249, 3.405, 0.066)
H (3.733, 0.904, -0.242)
H (4.789, 0.879, -1.654)
H (2.210, 1.858, -1.377)
C (-3.270, 1.555, 2.200)
C (-4.118, 2.417, 1.262)
O (-3.620, 3.753, 1.219)
H (-3.387, 0.494, 1.970)
H (-3.504, 1.673, 3.258)
H (-2.224, 1.810, 2.065)
H (-5.172, 2.493, 1.536)
H (-4.116, 1.932, 0.278)
H (-2.931, 3.732, 0.518)
C (-2.172, -2.645, -4.297)
C (-2.180, -2.994, -2.805)
O (-3.437, -2.557, -2.260)
H (-2.378, -1.588, -4.465)
H (-2.869, -3.285, -4.843)
H (-1.189, -2.859, -4.728)
H (-1.343, -2.513, -2.316)
H (-2.100, -4.082, -2.782)
H (-4.090, -3.234, -2.458)
O (0.486, -1.163, 3.663)
H (0.852, -0.901, 2.811)
H (-0.396, -1.524, 3.440)
O (-3.988, 0.444, -2.006)
H (-4.653, 0.296, -1.324)
H (-3.755, -0.448, -2.308)
O (-2.038, -2.360, 3.261)
H (-2.656, -3.096, 3.241)
H (-2.224, -1.869, 2.444)
O (-3.741, -1.432, 0.360)
H (-2.978, -0.878, 0.148)
H (-3.801, -2.036, -0.401)
O (-1.628, 1.644, -2.908)
H (-0.927, 1.106, -2.512)
H (-2.447, 1.226, -2.567)
O (2.043, -2.531, -3.623)
H (1.986, -2.497, -2.660)
H (2.246, -1.625, -3.882)

=====

# 7
This record from the OMol25 dataset describes a cluster of 2 separate species, C2H8N4O in total at a distorted geometry. The level of theory is wB97M-V/def2-TZVPD.

The HOMO-LUMO gap (spin up / spin down) is 0.2581 / 0.2585 Eh. As for the LUMO energy (spin up / spin down): 0.0 / 0.0 eV.

Element x y z (Å)
C (0.708, 0.456, -0.184)
C (0.338, 0.284, 1.131)
N (-2.217, -1.183, -0.629)
N (1.657, 1.458, -0.556)
N (0.797, -0.748, -0.961)
O (-1.653, -0.382, 0.416)
N (0.112, 0.842, 2.201)
H (-1.217, 0.522, 0.005)
H (-1.426, -1.529, -1.175)
H (-2.665, -1.970, -0.162)
H (1.230, 2.163, -1.144)
H (2.137, 1.918, 0.210)
H (1.405, -0.700, -1.770)
H (1.093, -1.548, -0.410)
H (-0.297, 0.417, 3.026)

=====

# 8
This record from the OMol25 dataset describes a cluster of 2 separate species, C2H9N4O in total at a distorted geometry. The level of theory is wB97M-V/def2-TZVPD.

Its total charge is +1. The HOMO-LUMO gap (spin up / spin down) is 0.3205 / 0.3106 Eh. As for the LUMO energy (spin up / spin down): -4.9 / -5.5 eV.

Element x y z (Å)
C (-1.013, -0.613, 0.292)
C (2.651, -0.231, 0.167)
N (-1.004, -1.831, 0.715)
N (-2.448, -0.125, -0.056)
N (-0.087, 0.415, 0.374)
N (-0.352, 1.455, -0.416)
O (1.463, -0.507, -0.430)
H (2.982, 0.933, -0.112)
H (3.294, -0.902, -0.470)
H (2.781, -0.273, 1.263)
H (-0.143, -2.073, 1.047)
H (-2.398, 0.972, -0.267)
H (-2.594, -0.426, -1.014)
H (0.265, 2.197, -0.153)
H (-3.154, -0.367, 0.531)
H (-0.243, 1.375, -1.473)

=====

# 9
This record from the OMol25 dataset describes a cluster of 2 separate species, C2H10N3O in total at a distorted geometry. The level of theory is wB97M-V/def2-TZVPD.

The spin multiplicity is 2. The HOMO-LUMO gap (spin up / spin down) is 0.1546 / 0.3520 Eh. As for the LUMO energy (spin up / spin down): 1.0 / 0.7 eV.

Element x y z (Å)
C (-0.058, 0.427, 1.853)
N (-0.577, -0.483, 0.818)
C (0.008, -1.096, -0.258)
N (-0.787, -1.711, -1.201)
N (1.350, -0.838, -0.407)
H (0.444, 1.283, 1.416)
H (0.535, -0.168, 2.551)
H (-0.955, 0.763, 2.365)
H (-1.532, -0.693, 1.033)
H (-1.746, -1.340, -1.151)
H (-0.472, -1.444, -2.158)
H (1.878, -1.072, -1.225)
H (1.800, -0.453, 0.397)
H (-0.663, 2.624, -1.348)
H (0.790, 2.259, -1.554)
O (-0.015, 1.942, -1.130)

=====

# 10
This record from the OMol25 dataset describes a cluster of 2 separate species, C2H4N4O3S in total at a distorted geometry. The level of theory is wB97M-V/def2-TZVPD.

The HOMO-LUMO gap is 0.3000 Eh. As for the LUMO energy: -0.6 eV.

Element x y z (Å)
C (0.270, 1.512, 1.523)
C (0.218, 0.105, 1.181)
N (0.717, 2.239, 0.552)
N (0.828, 0.089, -0.068)
N (1.077, 1.371, -0.388)
N (-1.917, -0.905, -1.200)
O (-1.642, -3.478, -0.661)
O (0.034, -2.303, -1.944)
O (-0.373, -0.866, 1.574)
S (-1.172, -2.267, -1.193)
H (0.202, 1.904, 2.483)
H (1.650, 1.534, -1.139)
H (-2.889, -1.058, -1.061)
H (0.686, -0.590, -0.771)

=====

# 11
This record from the OMol25 dataset describes a structure of composition C5H12NO2 at a distorted geometry. The level of theory is wB97M-V/def2-TZVPD.

Its total charge is +2. The spin multiplicity is 2. The HOMO-LUMO gap (spin up / spin down) is 0.2375 / 0.2374 Eh. As for the LUMO energy (spin up / spin down): -13.1 / -13.0 eV.

Element x y z (Å)
O (-1.028, -0.864, -2.518)
C (-0.798, -0.567, -1.110)
O (-1.717, -0.935, -0.302)
C (-0.554, 0.946, -1.146)
C (0.857, 0.332, 2.161)
C (0.244, -1.007, 2.138)
C (2.228, 0.690, 1.653)
N (0.711, 1.523, -0.855)
H (0.152, -1.000, -0.817)
H (-1.409, 1.474, -0.693)
H (0.183, 1.058, 2.507)
H (0.841, -1.820, 2.631)
H (-0.731, -1.095, 2.697)
H (0.073, -1.557, 1.133)
H (3.057, 0.080, 1.889)
H (1.300, 0.520, 0.839)
H (2.577, 1.765, 1.627)
H (-1.488, -1.713, -2.429)
H (0.686, 2.529, -0.945)
H (-0.121, 1.131, -2.068)

=====

# 12
This record from the OMol25 dataset describes a cluster of 3 separate species, CH8N2O3 in total at a distorted geometry. The level of theory is wB97M-V/def2-TZVPD.

Its total charge is +1. The spin multiplicity is 2. The HOMO-LUMO gap (spin up / spin down) is 0.3434 / 0.1177 Eh. As for the LUMO energy (spin up / spin down): -3.9 / -10.0 eV.

Element x y z (Å)
N (-0.291, -0.834, -3.006)
C (-0.336, -1.519, -1.781)
N (-1.460, -2.212, -1.523)
O (0.658, -1.333, -1.084)
H (-0.672, -1.119, -3.912)
H (0.542, -0.275, -3.159)
H (-1.568, -2.335, -0.523)
H (-2.217, -2.194, -2.184)
H (1.397, 1.119, 1.056)
H (2.091, -0.111, 0.348)
O (1.839, 0.283, 1.196)
H (0.686, 3.774, 4.446)
H (-0.779, 3.258, 4.973)
O (0.110, 3.497, 5.153)

=====

In the order shown, the computed ΔE to the lowest compared entry with this formula, charge and spin values come out to 15.4 36.4 0.0 0.0 0.2 11.8 154.0 175.5 10.1 17.9 200.1 26.4 kcal/mol.